{
  "formula": "C21H26N2O3",
  "method": "ωB97M-V/def2-TZVPD",
  "elements": ["C", "H", "O", "C", "C", "C", "C", "C", "C", "H", "O", "C", "H", "H", "H", "C", "N", "C", "C", "N", "C", "O", "C", "C", "C", "C", "C", "C", "C", "H", "H", "H", "H", "H", "H", "H", "C", "C", "H", "H", "H", "H", "H", "H", "H", "H", "H", "H", "H", "H", "H", "H"],
  "positions_angstrom": [[-4.6443, -2.6621, -2.7900], [-5.0293, -3.6643, -2.9721], [-4.4651, -2.5699, -1.3981], [-3.9883, -1.4019, -0.8819], [-3.6567, -0.2763, -1.6201], [-3.1823, 0.8466, -0.9591], [-3.0237, 0.8853, 0.4134], [-3.3721, -0.2568, 1.1565], [-3.8478, -1.3824, 0.5064], [-4.1255, -2.2764, 1.0392], [-3.2276, -0.1677, 2.5093], [-3.5752, -1.2782, 3.2995], [-3.3865, -0.9759, 4.3287], [-4.6325, -1.5375, 3.1867], [-2.9583, -2.1500, 3.0607], [-2.4510, 2.1042, 1.0973], [-0.9967, 2.1427, 1.1714], [-0.3375, 2.2458, -0.1135], [1.1452, 2.5608, 0.1179], [1.7456, 1.5195, 0.9149], [2.6742, 0.6114, 0.5309], [3.0218, -0.2953, 1.2613], [3.2839, 0.8199, -0.8584], [4.3581, -0.1989, -1.1115], [5.6352, -0.0087, -0.6009], [6.6224, -0.9551, -0.8058], [6.3437, -2.1051, -1.5245], [5.0721, -2.3047, -2.0324], [4.0852, -1.3575, -1.8244], [3.0917, -1.5222, -2.2181], [4.8467, -3.2025, -2.5898], [7.1143, -2.8449, -1.6849], [7.6117, -0.7964, -0.4017], [5.8541, 0.8849, -0.0338], [3.7056, 1.8266, -0.9073], [2.4945, 0.7255, -1.6074], [1.0619, 1.3532, 2.1823], [-0.4170, 1.0567, 1.9398], [-0.9415, 0.9852, 2.8928], [-0.5064, 0.0886, 1.4172], [1.5401, 0.5318, 2.7167], [1.1596, 2.2789, 2.7587], [1.6556, 2.6770, -0.8356], [1.2168, 3.5026, 0.6750], [-0.7944, 3.0601, -0.6806], [-0.4205, 1.3144, -0.7026], [-2.7682, 3.0058, 0.5655], [-2.8239, 2.1514, 2.1223], [-2.9378, 1.7254, -1.5385], [-3.7627, -0.2528, -2.6924], [-5.3688, -1.9253, -3.1518], [-3.6985, -2.5356, -3.3269]],
  "homo_lumo_gap_ev": 8.9233,
  "homo_energy_ev": -8.27,
  "smiles": "COc1ccc(CN2CCN(C(=O)Cc3ccccc3)CC2)c(OC)c1"
}